1.
A 2-piece molecular cluster, HNO4S overall at a distorted geometry, computed with the ωB97M-V functional and the def2-TZVPD basis.

ORCA input file:
```
! RIJCOSX wB97M-V def2-TZVPD def2/J DEFGRID3
* xyz 0 1
N 0.2773 -0.5126 -0.6046
O 0.8747 -0.7355 0.4526
O -0.5389 0.2016 -2.8559
O 0.1218 0.5724 1.9211
O -0.5579 1.4539 1.2677
S 0.3454 -0.6510 -2.1170
H -0.5224 -0.3289 1.9361
*
```

Output
HOMO-LUMO gap (alpha / beta): 0.3435 / 0.3034 Eh
energy relative to the best compared isomer or geometry (same formula, charge and spin): 124.0 kcal per mole


2.
HNO4S in the gas phase at a distorted geometry, computed with the ωB97M-V functional and the def2-TZVPD basis.

ORCA input file:
```
! RIJCOSX wB97M-V def2-TZVPD def2/J DEFGRID3
* xyz 0 1
N 0.0252 0.4376 0.2347
O -0.1684 1.3918 -0.5148
O 0.2651 -0.6310 2.6095
O -0.4148 -0.8290 -1.6664
O 0.1528 -0.8527 -0.4095
S 0.0685 0.6140 1.8598
H 0.0717 -0.1307 -2.1132
*
```

Output
HOMO-LUMO gap (alpha / beta): 0.3111 / 0.3014 Eh
energy relative to the best compared isomer or geometry (same formula, charge and spin): 89.4 kcal per mole


3.
An isolated ion of composition HNO6P2S and charge -2 at a distorted geometry, computed with the ωB97M-V functional and the def2-TZVPD basis.

ORCA input file:
```
! RIJCOSX wB97M-V def2-TZVPD def2/J DEFGRID3
* xyz -2 1
O -2.0031 0.6719 -1.9241
N -1.5114 -0.0588 -1.0598
O -1.7339 -1.2258 -0.8387
P -0.5530 0.8369 0.2246
O 0.0542 2.0727 -0.2147
S -2.3724 1.1237 1.5356
P 1.0461 -0.8609 0.4948
O 1.3638 -1.4189 -0.8801
O 0.6879 -1.7596 1.5980
O 2.3402 0.1886 0.9700
H 2.6815 0.4303 0.0943
*
```

Output
HOMO-LUMO gap: 0.2468 Eh
SMILES: O=[N+]([O-])[P@@]([O-])(=S)[P@](=O)([O-])O
energy relative to the best compared isomer or geometry (same formula, charge and spin): 8.3 kcal per mole


4.
HNO7S in the gas phase at a distorted geometry, computed with the ωB97M-V functional and the def2-TZVPD basis.

ORCA input file:
```
! RIJCOSX wB97M-V def2-TZVPD def2/J DEFGRID3
* xyz 0 3
N 3.8406 0.8174 -0.0610
O 4.3127 1.6475 0.5680
O 3.5603 -0.3003 0.5709
O -0.0442 0.6596 -0.5622
O 3.5121 0.8124 -1.2307
O 0.7057 0.3058 0.5587
O 2.7328 -2.6958 0.1784
O 1.0338 -1.0520 0.6391
S 2.4215 -1.3788 -0.2946
H -0.9748 0.5727 -0.1806
*
```

Output
HOMO-LUMO gap (alpha / beta): 0.2225 / 0.1921 Eh


5.
A 2-piece molecular cluster, HO2P overall at a distorted geometry, computed with the ωB97M-V functional and the def2-TZVPD basis.

ORCA input file:
```
! RIJCOSX wB97M-V def2-TZVPD def2/J DEFGRID3
* xyz 0 1
O 0.8038 -0.0938 0.7585
O 0.5556 -1.1010 -0.3325
P 0.3360 0.5418 -0.5993
H -1.6954 0.6530 0.1733
*
```

Output
HOMO-LUMO gap (alpha / beta): 0.3225 / 0.3225 Eh
energy relative to the best compared isomer or geometry (same formula, charge and spin): 133.9 kcal per mole


6.
HO2PS as an isolated structure at a distorted geometry, computed with the ωB97M-V functional and the def2-TZVPD basis.

ORCA input file:
```
! RIJCOSX wB97M-V def2-TZVPD def2/J DEFGRID3
* xyz 0 1
O -2.8598 -0.1323 -0.6654
O 1.1551 1.7612 0.2055
P -2.5672 0.5916 0.5605
S -0.1040 1.2266 -0.3770
H -0.0698 -0.2577 -0.4222
*
```

Output
HOMO-LUMO gap (alpha / beta): 0.2367 / 0.2349 Eh
energy relative to the best compared isomer or geometry (same formula, charge and spin): 58.7 kcal per mole


7.
HO4PS in the gas phase at a distorted geometry, computed with the ωB97M-V functional and the def2-TZVPD basis.

ORCA input file:
```
! RIJCOSX wB97M-V def2-TZVPD def2/J DEFGRID3
* xyz 0 1
O -1.0117 1.5746 0.5736
O 0.5994 0.2058 1.7943
O 0.6092 0.1973 -1.9058
O -0.8783 -1.0457 -0.2216
P -0.1644 0.4603 0.4385
S 1.7065 0.5442 -0.9812
H -0.8607 -1.9366 0.3021
*
```

Output
HOMO-LUMO gap (alpha / beta): 0.2508 / 0.2955 Eh
energy relative to the best compared isomer or geometry (same formula, charge and spin): 76.7 kcal per mole


8.
An isolated ion of composition HO5S2 and charge -1 at a distorted geometry, computed with the ωB97M-V functional and the def2-TZVPD basis.

ORCA input file:
```
! RIJCOSX wB97M-V def2-TZVPD def2/J DEFGRID3
* xyz -1 1
O 0.9256 -0.0922 -1.3342
S 1.0184 0.0592 0.0624
O 2.3227 0.2267 0.7044
O 0.3182 1.5168 0.3405
O 0.1500 -0.9597 0.7412
S -1.7280 -1.5951 -0.0158
O -2.6263 -0.4789 -0.2916
H -0.3806 1.3233 -0.2070
*
```

Output
HOMO-LUMO gap: 0.2534 Eh
SMILES: O=S(=O)(O)OS[O-]
energy relative to the best compared isomer or geometry (same formula, charge and spin): 33.0 kcal per mole


9.
HOP in the gas phase at a distorted geometry, computed with the ωB97M-V functional and the def2-TZVPD basis.

ORCA input file:
```
! RIJCOSX wB97M-V def2-TZVPD def2/J DEFGRID3
* xyz 0 1
O 1.3891 -0.5147 0.0087
P -0.1217 0.7902 0.0050
H -1.2674 -0.2755 -0.0138
*
```

Output
HOMO-LUMO gap (alpha / beta): 0.2814 / 0.2814 Eh
SMILES: O=P
energy relative to the best compared isomer or geometry (same formula, charge and spin): 76.9 kcal per mole


10.
A 2-piece molecular cluster, HOS3 overall at a distorted geometry, computed with the ωB97M-V functional and the def2-TZVPD basis.

ORCA input file:
```
! RIJCOSX wB97M-V def2-TZVPD def2/J DEFGRID3
* xyz -1 1
O -0.1583 -1.5481 -0.2341
S 2.1214 0.0562 -0.3370
S -0.4706 0.6265 1.7623
S 0.2001 -0.1988 0.0336
H -1.6926 1.0642 -1.2248
*
```

Output
HOMO-LUMO gap (alpha / beta): 0.2480 / 0.2384 Eh
energy relative to the best compared isomer or geometry (same formula, charge and spin): 64.6 kcal per mole


11.
HgI as an isolated structure, computed with the ωB97M-V functional and the def2-TZVPD basis.

ORCA input file:
```
! RIJCOSX wB97M-V def2-TZVPD def2/J DEFGRID3
* xyz 1 1
Hg -2.0917 -5.4565 -1.8651
I -4.2777 -8.3690 1.1958
*
```

Output
HOMO-LUMO gap: 0.1334 Eh
energy relative to the best compared isomer or geometry (same formula, charge and spin): 68.0 kcal per mole


12.
HgI as an isolated structure at a distorted geometry, computed with the ωB97M-V functional and the def2-TZVPD basis.

ORCA input file:
```
! RIJCOSX wB97M-V def2-TZVPD def2/J DEFGRID3
* xyz 2 2
Hg 1.4149 -0.4607 0.1889
I -1.4149 0.4607 -0.1889
*
```

Output
HOMO-LUMO gap (alpha / beta): 0.2566 / 0.2441 Eh
energy relative to the best compared isomer or geometry (same formula, charge and spin): 5.9 kcal per mole


| no. | molar mass (g mol⁻¹) |
| --- | --- |
| 1 | 111.078 |
| 2 | 111.078 |
| 3 | 205.024 |
| 4 | 159.075 |
| 5 | 63.980 |
| 6 | 96.047 |
| 7 | 128.045 |
| 8 | 145.137 |
| 9 | 47.981 |
| 10 | 113.208 |
| 11 | 327.494 |
| 12 | 327.494 |